Below is 8 unconnected molecules or ions with the total composition C31H63O21P in a non-equilibrium geometry, with properties calculated with wB97M-V/def2-TZVPD.

```
116
C31H63O21P (wB97M-V/def2-TZVPD)
C -0.83 -5.45 -1.42
C -1.65 -4.86 -2.31
P -3.02 -5.75 -3.12
C -4.25 -5.61 -1.75
H -0.67 -5.05 -0.43
H -0.33 -6.37 -1.69
H -1.55 -3.79 -2.49
H -2.58 -7.09 -3.06
H -4.18 -4.61 -1.34
H -4.04 -6.31 -0.94
H -5.24 -5.80 -2.16
C -5.76 -1.85 -5.60
C -5.22 -2.42 -4.30
O -4.16 -1.60 -3.77
C -4.55 -0.49 -3.14
O -5.69 -0.15 -2.93
O -3.46 0.17 -2.76
C -3.71 1.42 -2.11
H -4.95 -1.70 -6.31
H -6.49 -2.54 -6.03
H -6.25 -0.90 -5.43
H -4.77 -3.40 -4.48
H -6.01 -2.54 -3.56
H -4.40 1.29 -1.28
H -4.10 2.14 -2.82
H -2.74 1.76 -1.74
C -2.81 -1.79 4.47
C -3.44 -0.64 3.72
O -2.80 -0.43 2.45
C -3.17 -1.27 1.48
O -4.00 -2.15 1.58
O -2.46 -0.99 0.39
C -2.71 -1.86 -0.72
H -1.73 -1.64 4.56
H -3.24 -1.87 5.47
H -2.98 -2.73 3.95
H -3.30 0.30 4.26
H -4.51 -0.79 3.58
H -3.77 -1.92 -0.94
H -2.31 -2.85 -0.51
H -2.19 -1.43 -1.57
C 0.11 0.67 -0.82
C 0.91 1.47 0.19
O 2.20 1.84 -0.32
C 2.21 2.89 -1.14
O 1.25 3.54 -1.46
O 3.46 3.09 -1.54
C 3.62 4.16 -2.48
H 0.68 -0.19 -1.17
H -0.81 0.32 -0.37
H -0.13 1.28 -1.69
H 1.11 0.86 1.07
H 0.37 2.35 0.51
H 3.17 5.08 -2.11
H 3.17 3.89 -3.44
H 4.69 4.30 -2.61
C -8.20 2.84 -5.85
C -6.81 2.38 -5.50
O -5.91 2.47 -6.62
C -5.44 3.69 -6.87
O -5.67 4.69 -6.24
O -4.66 3.62 -7.95
C -4.11 4.87 -8.37
H -8.57 2.30 -6.72
H -8.87 2.66 -5.01
H -8.21 3.91 -6.08
H -6.81 1.32 -5.23
H -6.40 2.93 -4.66
H -3.60 5.37 -7.54
H -4.89 5.51 -8.76
H -3.39 4.63 -9.15
C 4.54 -3.26 5.44
C 3.17 -3.64 4.92
O 2.17 -2.70 5.35
C 2.11 -1.57 4.65
O 2.78 -1.28 3.70
O 1.17 -0.80 5.20
C 1.04 0.49 4.60
H 4.52 -3.14 6.52
H 5.27 -4.03 5.19
H 4.88 -2.32 5.00
H 2.86 -4.59 5.34
H 3.16 -3.72 3.84
H 0.90 0.41 3.52
H 1.91 1.10 4.82
H 0.15 0.95 5.03
C 1.27 -1.70 8.63
C 2.21 -0.54 8.41
O 2.40 0.22 9.62
C 3.25 -0.30 10.50
O 3.88 -1.31 10.36
O 3.29 0.50 11.57
C 4.13 0.04 12.62
H 0.33 -1.35 9.05
H 1.07 -2.20 7.68
H 1.70 -2.43 9.32
H 1.79 0.16 7.70
H 3.18 -0.88 8.04
H 5.13 -0.18 12.25
H 3.71 -0.85 13.09
H 4.17 0.85 13.35
C 10.51 4.30 -4.12
C 9.68 3.83 -5.30
O 9.14 2.51 -5.08
C 8.06 2.47 -4.30
O 7.50 3.41 -3.80
O 7.69 1.19 -4.17
C 6.56 0.99 -3.31
H 11.29 3.56 -3.89
H 10.99 5.25 -4.36
H 9.89 4.43 -3.24
H 10.30 3.73 -6.19
H 8.87 4.53 -5.52
H 5.73 1.61 -3.61
H 6.83 1.20 -2.28
H 6.30 -0.06 -3.41
```

Results
HOMO energy: -0.299 hartree
Charge: 0
Structure (SMILES): CCOC(=O)OC.CCOC(=O)OC.CCOC(=O)OC.CCOC(=O)OC.CCOC(=O)OC.CCOC(=O)OC.CCOC(=O)OC.C=CPC
Energy: -85454.3684 eV
Frontier orbital gap: 8.551 eV

---

Below is 3 unconnected molecules or ions with the total composition C3H11NO3 in a non-equilibrium geometry, with properties calculated with wB97M-V/def2-TZVPD.

```
18
C3H11NO3 (wB97M-V/def2-TZVPD)
C -0.75 0.70 0.94
N 0.33 -0.10 0.61
C 1.42 0.57 -0.13
C 0.77 -0.93 1.76
O -1.25 1.58 0.29
H -1.25 0.29 1.84
H 1.66 1.57 0.20
H 1.28 0.38 -1.19
H 2.33 0.00 0.06
H 0.61 -0.41 2.70
H 1.79 -1.31 1.76
H 0.17 -1.83 1.71
H -1.28 2.39 -2.15
H -0.87 0.94 -1.99
O -0.51 1.82 -2.12
H -1.55 -2.04 -2.24
H -1.17 -1.54 -0.75
O -1.75 -2.07 -1.30
```

Results
HOMO energy: -0.359 hartree
Charge: 0
Structure (SMILES): CN(C)C=O.O.O
Energy: -10921.0528 eV
Frontier orbital gap: 10.363 eV

---

Below is a molecular structure, C7H5Br3S in a non-equilibrium geometry, with properties calculated with wB97M-V/def2-TZVPD.

```
16
C7H5Br3S (wB97M-V/def2-TZVPD)
C -2.82 -0.99 -1.00
C -3.32 0.29 -1.02
C -1.54 -0.98 -0.39
C -1.12 0.21 0.00
C 2.49 1.42 0.71
C 1.67 0.45 1.41
C 2.53 -0.14 0.51
S -2.33 1.42 -0.23
Br -0.65 -2.62 -0.16
Br 1.84 -0.76 -1.29
Br 3.93 -1.26 0.98
H -3.24 -1.85 -1.28
H -4.18 0.62 -1.67
H 2.05 1.82 -0.15
H 3.25 2.02 1.15
H 1.45 0.35 2.43
```

Results
HOMO energy (alpha / beta): -0.307 / -0.307 hartree
Charge: 0
Energy: -228295.0796 eV
Frontier orbital gap (alpha / beta): 5.646 / 5.639 eV